1.
This record from OMol25 describes C13H37N3PSn as an isolated structure at a distorted geometry. The level of theory is ωB97M-V with the def2-TZVPD basis set.

Lowest unoccupied orbital energy, Eh: -0.096
Gap between HOMO and LUMO, eV: 8.05
HOMO level, eV: -10.7

Geometry as ORCA input:
```
! RIJCOSX wB97M-V def2-TZVPD def2/J DEFGRID3
* xyz 1 1
C -2.04 0.72 -1.17
Sn -0.68 -0.80 0.26
N 1.62 0.07 0.56
N 0.75 -0.91 -2.07
H 2.20 -0.64 1.02
H -1.08 0.88 -0.47
H -2.81 1.40 -0.77
H -2.50 -0.27 -1.27
H -1.71 1.03 -2.17
H 1.31 -1.76 -1.92
H 1.40 -0.14 -2.24
H 0.22 -1.06 -2.93
H 2.17 0.44 -0.22
H 1.47 0.83 1.24
C -1.45 -1.96 5.14
C -1.36 -1.66 3.63
C -0.17 -2.45 3.06
C -2.61 -2.20 2.91
P -1.25 0.18 3.37
N -0.83 0.50 1.85
C -2.88 1.06 3.63
C -3.52 0.63 4.96
C -2.63 2.57 3.64
C -3.83 0.76 2.46
C 0.11 0.95 4.40
C 1.34 0.04 4.40
C 0.52 2.31 3.79
C -0.34 1.17 5.85
H -2.28 -1.45 5.64
H -0.52 -1.74 5.68
H -1.64 -3.04 5.24
H -0.38 -3.51 3.26
H -0.05 -2.36 1.96
H 0.78 -2.20 3.52
H -3.55 -1.87 3.38
H -2.61 -1.95 1.84
H -2.57 -3.29 3.00
H -2.85 0.78 5.82
H -4.40 1.27 5.12
H -3.87 -0.41 4.94
H -2.07 2.88 2.76
H -3.61 3.07 3.61
H -2.13 2.92 4.55
H -3.32 0.88 1.50
H -4.28 -0.24 2.52
H -4.66 1.48 2.51
H 1.66 -0.21 3.38
H 2.16 0.58 4.88
H 1.18 -0.88 4.98
H -0.15 3.12 4.08
H 1.52 2.56 4.16
H 0.55 2.25 2.69
H -1.12 1.95 5.95
H -0.69 0.25 6.34
H 0.53 1.53 6.42
*
```


2.
This record from OMol25 describes a 3-piece molecular cluster, C13H38BrIN10O4P3 overall at a distorted geometry. The level of theory is ωB97M-V with the def2-TZVPD basis set.

Lowest unoccupied orbital energy, Eh: -0.165
Gap between HOMO and LUMO, eV: 5.61
HOMO level, eV: -10.1

Geometry as ORCA input:
```
! RIJCOSX wB97M-V def2-TZVPD def2/J DEFGRID3
* xyz 1 1
O 0.51 6.85 -3.82
N 0.67 5.57 -3.43
N 1.79 4.97 -3.39
N 1.56 3.75 -2.97
C 0.25 3.63 -2.75
Br -0.56 2.14 -2.11
N -0.37 4.80 -3.04
P -2.10 5.44 -3.05
O -2.21 5.31 -1.44
I -3.38 3.61 -3.96
H 0.71 7.40 -3.04
H -3.11 5.56 -1.17
O -2.25 -0.21 -1.00
P -3.15 -1.28 -0.51
N -2.26 -1.95 0.74
C -2.54 -3.21 1.40
C -1.71 -0.97 1.69
N -3.24 -2.35 -1.84
C -3.07 -3.78 -1.69
C -2.64 -1.88 -3.08
N -4.74 -1.58 0.01
C -5.79 -1.45 -1.03
C -5.12 -0.69 1.13
H -3.41 -3.18 2.07
H -1.68 -3.48 2.01
H -2.68 -4.03 0.70
H -2.47 -0.66 2.42
H -1.31 -0.09 1.20
H -0.89 -1.43 2.24
H -2.05 -4.06 -1.40
H -3.29 -4.27 -2.64
H -3.78 -4.19 -0.97
H -1.55 -1.98 -3.10
H -2.89 -0.84 -3.27
H -3.05 -2.46 -3.91
H -5.78 -0.47 -1.52
H -6.76 -1.60 -0.55
H -5.68 -2.22 -1.78
H -5.05 0.37 0.87
H -4.49 -0.88 2.00
H -6.15 -0.91 1.43
O 1.44 0.07 1.76
P 2.90 0.14 1.49
N 3.14 -1.30 0.61
C 4.43 -1.94 0.39
C 2.27 -1.49 -0.54
N 3.48 -0.04 3.09
C 4.46 -1.05 3.46
C 2.49 0.12 4.16
N 4.28 0.98 0.93
C 4.71 2.14 1.75
C 4.10 1.47 -0.45
H 5.07 -1.41 -0.33
H 4.25 -2.95 0.00
H 4.99 -2.07 1.31
H 2.59 -0.91 -1.42
H 1.25 -1.20 -0.30
H 2.25 -2.54 -0.83
H 4.07 -2.07 3.36
H 4.77 -0.90 4.49
H 5.37 -0.95 2.86
H 1.87 -0.77 4.29
H 1.84 0.96 3.97
H 3.02 0.32 5.10
H 3.91 2.88 1.88
H 5.54 2.62 1.25
H 5.05 1.82 2.73
H 3.24 2.15 -0.55
H 3.97 0.64 -1.14
H 5.00 2.01 -0.77
*
```